--- i ---
Density functional theory data (ωB97M-V/def2-TZVPD) for a molecular structure, H20HeO10.

Properties
Orbital gap: 9.094 eV
Charge: 0
Multiplicity: 1

Positions of all 31 atoms, in Å:
He 12.76 17.70 -3.99
O 8.80 16.39 -3.09
H 9.27 17.00 -3.66
H 8.84 15.55 -3.55
O 14.86 15.54 -5.77
H 15.50 15.71 -5.09
H 15.22 14.81 -6.27
O 12.90 17.42 -6.38
H 13.45 16.83 -5.86
H 13.52 17.97 -6.86
O 10.14 18.60 -6.75
H 10.85 17.99 -6.54
H 10.28 19.34 -6.16
O 14.11 19.87 -4.38
H 14.66 19.32 -3.82
H 14.26 19.53 -5.26
O 10.93 18.04 -0.60
H 11.01 18.91 -0.99
H 10.01 17.98 -0.33
O 11.36 21.02 -1.89
H 12.26 20.72 -1.73
H 11.16 21.60 -1.16
O 12.54 14.48 -4.59
H 12.91 14.57 -3.71
H 13.22 14.81 -5.17
O 15.56 18.33 -2.51
H 14.88 17.85 -2.03
H 16.20 17.66 -2.76
O 11.13 19.89 -4.50
H 11.07 20.51 -3.77
H 12.04 19.58 -4.48


--- ii ---
Density functional theory data (ωB97M-V/def2-TZVPD) for a molecular structure, H20HeO10.

Properties
Orbital gap: 10.120 eV
Charge: 0
Multiplicity: 1

Positions of all 31 atoms, in Å:
He 0.70 0.38 -0.33
O 0.12 -2.19 -1.40
H 0.05 -2.18 -2.36
H -0.77 -2.03 -1.10
O -2.58 -2.19 -0.04
H -3.47 -2.39 -0.31
H -2.49 -1.25 -0.21
O 1.24 -3.50 1.04
H 1.81 -2.87 1.48
H 0.92 -3.04 0.26
O 3.25 -1.59 -2.11
H 2.56 -1.34 -1.49
H 2.92 -2.40 -2.51
O -1.59 0.85 3.24
H -1.14 1.65 3.51
H -1.85 1.03 2.33
O -1.87 3.16 -1.15
H -1.15 3.53 -1.66
H -1.82 3.59 -0.30
O -2.57 0.69 -0.20
H -2.30 1.48 -0.67
H -3.47 0.54 -0.47
O 2.90 2.46 1.02
H 2.88 1.77 1.68
H 2.06 2.92 1.14
O 0.84 -0.68 3.34
H 0.75 -1.63 3.41
H -0.05 -0.36 3.22
O 1.56 1.57 -3.28
H 1.58 1.84 -2.36
H 0.99 2.20 -3.70


Most stable to least stable, the ends of the list are ii and i.


--- i ---
Density functional theory data (ωB97M-V/def2-TZVPD) for 2 unconnected molecules or ions with the total composition HN3O4S.

Properties
Orbital gap: 9.863 eV
Charge: 0
Multiplicity: 1

Positions of all 9 atoms, in Å:
N -2.41 -1.16 -0.30
N -2.92 -0.80 0.61
N 0.74 -1.06 -0.20
O 1.16 -1.46 0.82
O 0.81 -1.47 -1.32
O 0.94 1.48 1.06
O 0.30 1.44 -1.29
S -0.01 0.78 -0.07
H 1.38 2.25 0.69


--- ii ---
Density functional theory data (ωB97M-V/def2-TZVPD) for 2 unconnected molecules or ions with the total composition HN3O4S.

Properties
Orbital gap: 10.079 eV
Charge: 0
Multiplicity: 1

Positions of all 9 atoms, in Å:
N -0.06 -3.05 -1.59
N -0.57 -2.10 -1.44
N -0.40 1.87 0.57
O -1.46 2.47 0.41
O 0.53 2.25 1.17
O 1.29 0.44 -0.75
O 0.02 -0.71 0.97
S -0.07 0.19 -0.38
H 0.72 -1.36 1.05


Most stable to least stable, the ends of the list are i and ii.


--- i ---
Density functional theory data (ωB97M-V/def2-TZVPD) for C6H9NO2S in the gas phase.

Properties
Orbital gap: 9.599 eV
Charge: 0
SMILES: O=C(O)CCCCN=C=S
Multiplicity: 1

Positions of all 19 atoms, in Å:
O 1.70 -1.81 0.80
C 1.99 -1.04 -0.09
O 3.24 -0.68 -0.38
C 0.98 -0.42 -1.04
C 0.57 0.97 -0.58
C -0.17 1.00 0.77
C -1.42 0.14 0.85
N -2.37 0.47 -0.21
C -3.46 -0.16 -0.22
S -4.85 -1.07 -0.22
H 3.74 -1.01 0.35
H 1.44 -0.39 -2.04
H 0.10 -1.11 -1.20
H 1.50 1.55 -0.55
H -0.04 1.38 -1.39
H 0.45 0.68 1.62
H -0.45 2.06 0.96
H -1.13 -0.93 0.71
H -1.82 0.36 1.85


--- ii ---
Density functional theory data (ωB97M-V/def2-TZVPD) for C6H9NO2S in the gas phase.

Properties
Orbital gap (spin up / spin down): 6.876 / 6.873 eV
Charge: 0
Multiplicity: 1

Positions of all 19 atoms, in Å:
C 0.40 -0.12 1.02
C 0.83 1.61 -0.60
C 0.17 -0.14 2.34
C 0.12 -1.13 0.01
C 1.18 2.62 -1.54
C -0.82 -2.11 0.64
N 0.86 1.13 0.48
O -1.12 -1.25 -2.49
O -2.22 0.08 -0.74
S -0.96 -0.23 -1.43
H 0.46 0.80 2.93
H -0.27 -1.07 2.77
H 0.87 -1.50 -0.65
H 0.25 2.91 -2.01
H 1.95 2.26 -2.06
H 1.62 3.53 -1.19
H -1.50 -2.59 0.01
H -1.41 -1.78 1.42
H -0.41 -3.01 1.09


Most stable to least stable, the ends of the list are i and ii.


--- i ---
Density functional theory data (ωB97M-V/def2-TZVPD) for 2 unconnected molecules or ions with the total composition C19H26N2O4.

Properties
Orbital gap: 8.739 eV
Charge: 0
Multiplicity: 1

Positions of all 51 atoms, in Å:
C -1.28 6.13 3.35
C 0.12 5.75 2.55
C 0.13 4.31 1.95
H 1.06 4.36 1.33
H -0.55 4.51 1.13
C 0.00 3.44 2.93
N 0.12 2.21 2.29
C 1.60 1.44 2.26
O 1.66 0.42 1.67
C 2.68 2.09 2.84
H 3.51 1.43 2.86
H 2.90 3.12 2.68
H 2.66 2.20 3.83
C -0.87 1.35 1.69
C -1.22 0.17 2.32
C -1.46 -0.83 1.25
O -1.82 -1.95 1.18
N -0.82 -0.31 0.09
C -0.31 0.79 0.28
O 0.03 1.64 -0.54
C -0.37 -1.11 -1.02
C -0.92 -0.58 -2.18
C -0.55 -1.45 -3.34
C -0.12 -2.64 -3.25
C 0.57 -3.29 -1.90
C 0.10 -2.48 -0.96
H 0.34 -2.69 -0.10
H 0.79 -4.28 -1.81
O 0.17 -3.23 -4.48
C 0.68 -4.65 -4.54
C -0.31 -5.74 -4.06
C 0.32 -7.05 -4.13
H 0.96 -7.24 -3.39
H -0.56 -7.70 -4.00
H 0.61 -7.27 -5.15
H -1.21 -5.72 -4.75
H -0.60 -5.46 -3.17
H 0.83 -4.81 -5.51
H 1.58 -4.77 -3.76
H -0.80 -0.99 -4.25
H -1.32 0.35 -2.53
H -2.60 0.34 2.84
H -0.72 -0.06 3.14
H -1.62 2.29 1.41
H 0.84 3.53 3.88
H -0.93 3.22 3.29
H 0.91 5.92 3.22
H 0.26 6.61 1.69
H -1.94 5.99 2.77
H -1.23 7.25 3.90
H -1.30 5.44 4.25


--- ii ---
Density functional theory data (ωB97M-V/def2-TZVPD) for C19H26N2O4 in the gas phase.

Properties
Orbital gap: 8.684 eV
Charge: 0
SMILES: CCCOc1ccc(C(=O)NC[C@@H](c2ccco2)N(C)C)cc1OC
Multiplicity: 1

Positions of all 51 atoms, in Å:
C -6.17 -1.99 -0.65
C -6.81 -0.90 0.20
C -5.89 -0.36 1.31
O -4.85 0.44 0.80
C -3.64 -0.08 0.47
C -3.18 -1.36 0.74
C -1.91 -1.74 0.36
C -1.05 -0.86 -0.27
C 0.30 -1.34 -0.65
O 0.55 -2.51 -0.85
N 1.24 -0.36 -0.78
C 2.63 -0.68 -0.98
C 3.45 -0.24 0.25
C 4.91 -0.51 0.07
C 5.76 -0.33 -0.98
C 7.04 -0.74 -0.54
C 6.88 -1.13 0.76
O 5.60 -0.99 1.13
N 3.13 1.16 0.58
C 3.47 1.48 1.95
C 3.69 2.13 -0.33
C -1.51 0.43 -0.56
C -2.78 0.83 -0.21
O -3.31 2.06 -0.45
C -2.52 3.01 -1.12
H -5.91 -2.85 -0.03
H -6.87 -2.32 -1.41
H -5.28 -1.63 -1.14
H -7.72 -1.28 0.68
H -7.09 -0.06 -0.43
H -6.47 0.31 1.95
H -5.51 -1.18 1.93
H -3.81 -2.07 1.24
H -1.56 -2.74 0.57
H 1.08 0.55 -0.38
H 2.72 -1.76 -1.12
H 3.00 -0.18 -1.88
H 3.11 -0.84 1.10
H 5.51 0.03 -1.96
H 7.95 -0.73 -1.10
H 7.57 -1.50 1.49
H 2.97 0.78 2.62
H 3.12 2.49 2.17
H 4.55 1.43 2.15
H 3.28 3.11 -0.08
H 4.79 2.20 -0.28
H 3.41 1.89 -1.35
H -0.86 1.11 -1.10
H -3.15 3.90 -1.21
H -1.62 3.26 -0.55
H -2.24 2.67 -2.12


Most stable to least stable, the ends of the list are ii and i.


--- i ---
Density functional theory data (ωB97M-V/def2-TZVPD) for CN2O3 in the gas phase.

Properties
Orbital gap: 11.831 eV
Charge: 0
SMILES: O=c1onno1
Multiplicity: 1

Positions of all 6 atoms, in Å:
O -1.38 -0.23 1.40
C -0.55 -0.12 0.50
O 0.82 0.10 0.76
N 1.34 0.29 -0.44
N 0.51 0.17 -1.38
O -0.74 -0.21 -0.84


--- ii ---
Density functional theory data (ωB97M-V/def2-TZVPD) for 2 unconnected molecules or ions with the total composition CN2O3.

Properties
Orbital gap (spin up / spin down): 7.503 / 7.502 eV
Charge: 0
Multiplicity: 1

Positions of all 6 atoms, in Å:
C -0.99 -0.06 0.06
N 0.73 1.27 0.03
N -0.14 -0.95 0.10
O -2.07 0.35 -0.06
O 1.66 0.62 -0.01
O 1.06 -1.21 -0.08


Most stable to least stable, the ends of the list are i and ii.


--- i ---
Density functional theory data (ωB97M-V/def2-TZVPD) for 30 unconnected molecules or ions with the total composition H60O30.

Properties
Orbital gap: 8.121 eV
Charge: 0
Multiplicity: 1

Positions of all 90 atoms, in Å:
O -0.11 0.20 1.57
O -1.22 0.96 -0.93
O 1.40 2.40 0.77
O 1.56 -1.79 2.22
O -0.02 -3.03 -1.36
O 0.34 0.88 -3.42
O 2.24 2.21 -1.85
O -2.97 0.24 2.35
O 1.86 -1.37 -2.76
O -3.30 -0.78 -1.73
O -3.65 2.04 0.59
O 3.40 -2.29 0.24
O -2.30 -3.43 0.05
O -1.43 3.95 -0.63
O -0.45 0.79 4.42
O -0.61 -3.69 2.71
O 2.69 0.28 3.94
O -1.82 -2.47 -3.47
O 3.13 2.82 2.83
O -4.15 -2.13 1.82
O -3.89 2.26 -2.15
O -1.81 -1.63 4.55
O -1.87 3.21 4.01
O 1.30 5.03 -1.63
O 1.07 -1.12 -5.32
O -3.20 4.47 1.85
O 4.59 -2.22 -2.57
O 4.78 -2.05 2.67
O 0.56 3.22 -4.85
O 1.09 -4.99 -2.85
H -0.11 0.47 2.47
H 0.45 -0.57 1.61
H -1.86 0.30 -1.25
H -1.02 0.68 -0.02
H 0.95 1.62 1.07
H 0.77 3.16 0.68
H 2.31 -1.84 1.59
H 1.95 -1.38 3.00
H 0.61 -2.37 -1.60
H 0.30 -3.84 -1.81
H 0.39 0.11 -4.04
H -0.15 0.55 -2.69
H 1.82 1.46 -2.38
H 2.12 2.01 -0.88
H -2.23 0.25 2.97
H -2.71 0.73 1.56
H 1.68 -1.50 -3.71
H 2.80 -1.23 -2.78
H -3.17 -1.43 -2.47
H -4.24 -0.62 -1.54
H -4.00 2.88 0.88
H -3.62 2.14 -0.31
H 4.02 -2.13 0.93
H 3.71 -2.01 -0.66
H -1.59 -3.04 -0.41
H -2.44 -4.32 -0.30
H -1.08 4.47 -1.36
H -1.51 3.00 -0.90
H 0.16 1.16 5.04
H -0.80 -0.11 4.66
H -0.91 -3.84 1.80
H 0.22 -3.15 2.61
H 2.26 0.65 4.73
H 3.05 1.07 3.52
H -1.04 -2.24 -2.92
H -1.79 -3.40 -3.49
H 2.70 2.96 1.98
H 4.03 3.16 2.85
H -3.74 -1.27 2.03
H -3.42 -2.66 1.42
H -4.83 1.95 -2.34
H -3.44 1.46 -2.40
H -2.58 -1.86 5.08
H -1.61 -2.38 4.00
H -1.41 2.37 4.08
H -2.39 3.35 4.80
H 1.84 5.57 -1.02
H 1.68 4.16 -1.71
H 0.66 -1.69 -6.02
H 1.41 -0.37 -5.78
H -2.75 3.94 2.50
H -2.52 4.57 1.13
H 5.41 -1.72 -2.65
H 4.78 -3.09 -2.90
H 4.56 -1.20 3.12
H 5.78 -2.07 2.75
H -0.20 3.17 -5.44
H 0.30 2.56 -4.22
H 1.67 -4.86 -3.60
H 1.54 -5.75 -2.40


--- ii ---
Density functional theory data (ωB97M-V/def2-TZVPD) for 30 unconnected molecules or ions with the total composition H60O30.

Properties
Orbital gap: 10.822 eV
Charge: 0
Multiplicity: 1

Positions of all 90 atoms, in Å:
O 3.81 0.97 2.82
H 4.34 1.34 2.03
H 3.44 1.69 3.35
O 5.35 1.80 0.64
H 5.35 2.64 0.24
H 5.16 1.23 -0.13
O 1.84 2.87 0.78
H 1.92 3.78 0.57
H 2.53 2.43 0.31
O -0.72 -2.91 0.91
H -0.37 -2.53 0.06
H 0.02 -3.54 1.02
O -1.20 -1.62 -1.71
H -1.69 -2.34 -2.05
H -0.27 -1.65 -2.08
O 3.26 -1.22 -4.60
H 3.19 -0.52 -5.30
H 4.01 -0.86 -4.12
O 3.88 -1.76 3.29
H 4.10 -2.07 4.15
H 3.87 -0.79 3.32
O 0.36 4.83 -1.80
H -0.23 5.58 -1.58
H -0.19 4.20 -2.29
O -1.18 2.74 -2.95
H -2.10 2.98 -2.75
H -0.96 2.23 -2.12
O 2.22 0.85 -6.40
H 2.31 0.24 -7.14
H 1.35 0.65 -6.00
O 1.47 -2.98 2.49
H 0.84 -2.90 3.21
H 2.24 -2.53 2.80
O 1.23 -1.30 -2.64
H 1.07 -0.55 -3.19
H 1.85 -1.90 -3.12
O -2.92 0.58 -0.52
H -3.36 -0.30 -0.68
H -2.07 0.41 -0.95
O -1.35 3.64 4.14
H -2.06 4.27 4.22
H -1.52 3.11 3.33
O 1.72 -1.25 0.29
H 1.67 -1.93 1.05
H 2.13 -0.50 0.68
O -3.64 -2.14 -0.14
H -2.76 -2.49 0.07
H -3.95 -1.77 0.67
O 0.62 0.56 2.85
H 0.86 1.22 3.57
H 1.40 0.22 2.43
O 3.84 0.77 -1.29
H 3.24 1.26 -1.88
H 3.55 -0.16 -1.30
O -1.72 -1.90 -5.03
H -1.87 -2.29 -5.89
H -2.46 -2.13 -4.45
O -4.23 -3.97 3.84
H -4.20 -4.54 3.02
H -3.43 -4.05 4.36
O -4.14 2.63 -2.14
H -4.46 3.38 -1.65
H -3.82 1.91 -1.53
O -1.65 -3.72 4.87
H -1.82 -3.44 5.81
H -1.21 -2.96 4.34
O -0.91 -1.69 3.27
H -0.84 -1.99 2.38
H -0.42 -0.85 3.27
O 2.23 2.32 -2.69
H 1.48 2.07 -2.19
H 2.31 3.29 -2.63
O -1.50 1.93 1.82
H -1.82 1.42 1.04
H -0.72 1.46 2.10
O 0.09 1.48 -0.75
H 0.25 0.58 -0.42
H 0.22 2.06 0.03
O -3.55 -3.19 -2.76
H -3.75 -3.03 -1.80
H -4.30 -3.65 -3.18
O -0.19 0.47 -4.55
H -0.80 -0.31 -4.57
H -0.59 1.28 -4.23
O 1.00 2.46 4.80
H 0.18 3.04 4.73
H 0.98 2.08 5.66
O -4.17 -1.47 2.58
H -4.38 -2.16 3.19
H -3.28 -1.15 2.79


Most stable to least stable, the ends of the list are ii and i.